Entry 1:
Density functional theory data (ωB97M-V/def2-TZVPD) for a cluster of 18 separate species, C96H108F12O18 in total in a non-equilibrium geometry.

Net charge = 0
2S+1 = 1
Frontier orbital gap = 9.38 eV
Calculated total energy = -170764.8969 eV
M = 1777.88 u

Positions of all 234 atoms, in Å:
C 0.66 3.79 -1.89
O 5.38 0.98 -3.28
C -4.31 -2.76 8.76
H 2.12 5.99 4.62
C 3.27 0.18 6.23
H -1.91 -1.91 0.11
C 3.66 -3.53 2.25
C 6.50 -5.13 3.13
C 1.52 5.39 -8.55
H -2.76 -0.34 2.60
C -2.08 -2.37 7.17
C -0.16 0.26 1.38
C 6.50 -2.44 0.19
O -2.51 2.14 7.46
H 7.11 -3.33 0.26
C 2.01 4.00 3.75
H -2.51 0.35 -5.12
C -4.73 -3.15 -1.35
H 0.97 0.57 -1.79
H 9.74 -5.85 2.42
F 4.26 1.02 -0.10
C 1.84 5.09 -7.20
O -7.11 1.36 -6.01
O 5.48 -5.16 2.30
C 1.57 3.82 -6.62
O -6.03 3.12 -3.70
H 1.16 -2.78 5.06
H 2.39 -7.59 -4.29
H -1.36 -1.40 -2.18
H 2.85 -0.37 8.22
C -0.97 0.65 5.12
C -4.00 2.56 -1.84
F 0.99 -3.60 -7.65
C 0.49 -6.58 -4.43
O -1.80 4.33 7.07
C -3.33 -4.70 3.44
H 4.00 -0.91 -1.66
O 7.58 -5.53 2.42
H 8.88 -6.53 3.79
O 3.32 1.84 -3.16
F -0.30 2.59 -3.71
C 2.67 -0.63 7.18
H 3.46 0.69 4.16
C 2.61 -1.62 -4.97
H -5.65 -3.67 -1.13
C -0.20 -5.35 1.63
H 2.08 -1.28 3.43
C 3.05 -0.02 4.87
H -3.85 -4.09 2.70
H 1.58 -6.98 0.53
H 4.27 -2.77 2.74
H 5.36 -2.99 -1.66
C 5.59 -2.26 -0.90
C 0.12 -1.84 -6.20
H -2.17 -0.36 8.02
C 2.46 -2.51 -6.02
C -3.20 -2.19 -2.99
H 7.08 -1.70 2.11
C 0.37 -4.41 -3.30
O -0.10 -5.88 0.39
H 1.08 2.88 -1.51
F -0.57 5.99 2.24
C -2.29 -1.91 -1.97
H -4.37 -4.75 7.93
H 4.58 6.15 4.22
C 0.61 6.20 -1.80
C -6.42 1.59 -7.14
H -1.14 -5.34 -4.58
C 4.76 4.30 3.18
O 0.70 -5.21 2.45
C 4.92 -0.14 0.01
C -3.67 1.11 -2.25
H -0.57 7.08 -3.36
H 7.87 -0.30 -4.32
C -4.55 0.44 -6.02
O -1.45 -5.08 1.84
F -2.89 -1.83 -4.26
C -3.83 4.81 1.16
H -1.27 -5.07 3.93
C -5.41 4.88 -5.73
F 0.23 2.15 -9.61
C 7.48 -0.32 -3.30
H 1.83 3.52 -5.61
C 0.95 4.40 -9.32
H -5.03 -3.13 -3.51
H -4.97 2.59 -1.34
C -2.69 5.62 1.27
H 1.75 -0.18 -3.68
H -4.92 -0.57 -5.87
H -2.54 6.51 0.68
C 1.17 -2.71 -6.58
H 0.05 -7.43 -4.95
C 1.06 5.01 -1.27
C 1.18 -6.21 -0.13
H 3.76 -3.46 1.16
C 0.70 3.11 -8.76
O -0.60 2.65 6.36
C 2.64 5.16 4.17
C -1.69 5.28 2.18
F 2.24 -3.76 -1.97
H -5.31 -2.81 9.16
H 2.42 5.84 -6.69
F 2.00 2.01 2.49
H 0.78 1.80 -7.03
C -3.76 -0.66 2.84
H -4.40 0.79 -2.99
H 7.03 1.39 -2.08
H 3.69 4.31 -1.84
H -2.61 1.44 -6.48
H -6.17 5.40 -5.14
H -5.30 -2.30 5.43
H -3.72 -5.72 3.47
H -0.85 -1.96 -6.67
H -4.19 -2.87 0.71
H 9.01 -4.75 3.58
C 4.03 3.16 2.71
C 4.13 -4.93 2.73
C 0.29 -1.05 1.64
C -2.61 -2.21 -0.65
H -2.75 1.00 -2.81
H -0.78 -0.42 5.07
H -1.24 4.95 -4.44
C 6.85 1.03 -3.10
C 1.01 2.79 -7.41
F -4.35 -0.47 9.36
C -0.62 4.94 -3.55
C 4.51 1.99 -3.09
H 5.80 4.41 2.91
H -5.89 4.02 -6.20
H 3.60 4.62 -3.45
C -0.20 1.23 6.27
H -3.06 2.56 3.58
C -2.73 -3.63 7.18
O -6.94 2.30 -8.04
H -0.33 1.80 -0.13
H -0.43 0.84 7.26
H 4.64 2.47 2.14
C 1.80 -6.72 -4.08
C 4.34 4.31 -2.71
H 0.94 -6.63 -1.11
H -0.78 0.80 2.08
H 1.70 6.33 -9.05
H -3.36 4.78 8.47
H 2.63 -3.26 2.47
H 0.63 4.52 -10.35
H -3.35 2.88 -1.03
H 3.39 -3.03 -6.22
C 1.90 -1.70 6.79
H -2.05 0.82 5.15
H 1.82 -5.32 -0.20
C 4.78 -1.13 -0.93
H 5.78 0.51 1.85
C 2.66 3.04 2.98
C -2.99 0.50 -6.09
C -1.83 4.28 3.12
H 8.31 -0.66 -2.68
C -4.93 -0.46 2.05
C 1.64 -4.60 -2.82
H 1.37 -2.74 0.79
C -2.96 3.46 2.99
O -4.47 4.46 -4.84
H -3.84 4.85 6.78
H -4.91 5.58 -6.39
O 6.54 -4.71 4.26
H 3.54 -1.38 -4.46
H -0.61 1.21 4.25
H -9.23 1.63 -6.13
C 1.59 -0.80 -4.55
H -0.05 -3.45 -3.03
O -3.86 3.45 -2.93
H -4.65 1.17 -5.21
H -3.55 -4.12 4.33
F -0.06 -1.68 2.76
C -3.87 -3.79 7.96
O 5.13 3.16 -2.91
H 0.88 7.15 -1.36
C -2.62 -1.34 7.92
H 1.78 -1.58 -1.40
H -1.11 4.20 3.92
C 5.78 -0.32 1.16
H -2.27 -4.47 6.68
H -0.47 -0.29 -4.83
C -1.73 2.98 7.02
C -3.87 -2.74 -0.32
H -8.62 2.15 -4.67
C 6.46 -1.47 1.25
C 4.00 5.29 3.90
C -3.89 3.68 2.01
C -3.00 4.98 7.46
H 4.05 -5.18 3.79
C -4.41 -2.88 -2.66
C -0.22 6.15 -2.94
H -4.64 2.91 1.90
C -6.12 -1.00 2.45
C -0.16 -5.40 -4.14
H 0.94 3.90 3.83
F 4.03 1.22 6.67
H -4.95 0.09 1.12
H 1.65 5.03 -0.36
C -4.88 3.56 -3.82
H 3.38 -5.90 -2.88
C -1.85 -4.56 3.15
H 6.67 -1.05 -3.27
F -7.26 -0.80 1.74
H -2.75 6.05 7.42
H 7.32 1.79 -3.72
C 2.31 -1.13 4.47
C 1.76 -1.97 5.45
H 3.49 -5.62 2.19
C 2.37 -5.71 -3.19
H -8.36 3.05 -6.20
C 1.02 -1.73 0.62
H 0.88 1.14 6.13
C 1.27 -1.08 -0.59
C -5.13 -1.81 4.49
C 8.88 -5.70 3.08
C -3.77 -1.52 8.67
H -3.69 0.43 -1.40
C -6.23 -1.70 3.64
H -2.65 -0.37 -6.65
H 4.93 5.22 -2.55
H -1.09 -2.26 6.74
C -3.96 -1.21 4.11
C 0.03 0.81 0.14
H -3.20 -1.21 4.88
H -7.19 -2.05 3.99
H -4.58 5.01 0.41
C 0.32 -0.92 -5.21
C 0.76 0.14 -0.82
H 1.49 -2.38 7.52
C -8.33 2.08 -5.71
O -5.17 1.00 -7.20
C -0.10 3.77 -3.02
H -1.48 -3.54 3.16

Entry 2:
Density functional theory data (ωB97M-V/def2-TZVPD) for an isolated molecule of C11H19NO2S in a non-equilibrium geometry.

Net charge = 0
2S+1 = 1
Frontier orbital gap = 10.10 eV
Calculated total energy = -28128.8549 eV
M = 229.35 u

Positions of all 34 atoms, in Å:
O 3.04 0.02 -2.29
C -1.47 -0.75 2.24
S 2.74 0.41 -0.67
H 1.69 3.54 -2.42
H -1.78 3.65 -0.45
C -0.89 -2.13 1.99
H -3.27 -0.91 1.13
H 1.94 -1.43 1.15
C -0.16 3.06 -1.50
H -0.18 -2.50 2.85
H 0.99 -0.70 -1.67
H 4.22 -1.65 -1.97
C 0.71 3.08 -2.43
H -1.04 1.84 1.41
N 3.34 -1.38 -2.47
O 3.75 -0.28 0.14
H -1.02 -2.14 0.06
C 1.29 -0.71 -0.64
H 3.63 -1.42 -3.48
C -1.00 2.87 -0.57
H 0.49 2.82 -3.50
C 0.99 -1.32 0.48
H -3.03 1.33 0.02
H -1.81 -2.74 2.08
H -0.11 1.13 0.20
H -0.55 -0.09 2.15
C -0.14 -2.27 0.76
H 0.18 -3.32 0.74
C -2.19 0.65 0.22
H -2.10 0.05 -0.71
H -2.97 0.58 2.09
C -1.02 1.65 0.37
H -1.71 -0.83 3.28
C -2.57 -0.12 1.42

Entry 3:
Density functional theory data (ωB97M-V/def2-TZVPD) for a cluster of 2 separate species, C4H11NO3 in total in a non-equilibrium geometry.

Net charge = 0
2S+1 = 1
Frontier orbital gap = 10.70 eV
Calculated total energy = -11959.5227 eV
M = 121.14 u
Structure (SMILES) = CC(C)NC(=O)O.O

Positions of all 19 atoms, in Å:
O -2.54 0.88 -0.82
C 0.31 -1.82 -0.04
O -0.32 0.98 -1.11
C 0.86 -0.28 1.83
H 1.01 2.75 -2.28
H 0.89 -0.46 2.89
H -0.77 -1.67 1.92
H 1.11 -2.44 0.37
H 1.82 -0.62 1.51
H 0.79 -1.16 -0.76
H 2.14 1.92 -2.86
H 0.89 0.80 1.69
H -0.42 -2.45 -0.55
C -1.26 0.52 -0.50
C -0.29 -1.08 1.16
H -2.53 1.55 -1.51
N -1.31 -0.11 0.69
H -2.20 -0.13 1.15
O 1.82 2.82 -2.79

| no. | LUMO level (eV) |
| --- | --- |
| 1 | 0.5 |
| 2 | 0.7 |
| 3 | 0.6 |